# 1
Computed, not measured: a structure of composition C12H27BF4GeOS4Si3Tc at a distorted geometry, with the ωB97M-V functional and the def2-TZVPD basis.

Last column: Mulliken charge in e.
Atoms and positions in Å:
Si  -4.45369  -1.20935  0.11993  0.484
O  0.25965  1.30323  6.74517  -0.423
C  -3.41469  2.88584  -1.25325  -1.024
S  -1.65624  1.67783  1.72247  -0.359
H  -1.11862  3.13735  -3.34500  0.415
Si  -2.66122  1.53314  -2.29738  0.408
H  -2.70016  3.26953  -0.52228  0.287
B  1.97333  0.31263  0.20980  0.400
H  0.19270  -3.07455  -0.28104  0.166
Ge  -2.39873  -0.43261  -0.88193  0.408
H  -3.31587  -3.69486  -2.45476  0.317
H  -4.15717  1.79173  -4.22728  0.417
H  -0.06814  -4.30689  -1.50035  0.421
C  -1.03950  2.09472  -3.02797  -0.874
H  -5.54896  -1.67793  -2.08509  0.346
H  -4.50486  -3.69696  0.01976  0.336
C  -4.87653  -0.08398  1.55348  -0.878
H  -2.38969  -3.47184  -3.94433  0.419
Si  -1.30906  -2.27060  -2.09445  0.328
C  -5.81621  -1.17557  -1.15469  -1.166
H  -0.21734  2.03452  -2.31675  0.126
Tc  -0.60129  -0.01181  0.64067  1.127
H  -6.12797  -0.15528  -1.38449  0.330
H  -0.44489  -1.00729  -4.05208  0.262
H  -1.32205  -4.00281  -0.30313  0.314
H  -4.75742  -3.12082  1.66489  0.409
S  -0.14486  -0.64353  5.00492  -0.027
H  -5.14826  0.91918  1.21914  0.257
H  0.62083  -2.34543  -3.62282  0.411
C  -4.18077  -2.95537  0.75265  -0.933
C  -3.83102  0.93804  -3.62687  -0.964
C  -0.05264  1.03998  5.63767  0.568
H  -4.72323  0.46053  -3.22134  0.255
C  -0.77346  -0.22509  3.46326  0.165
H  -6.68256  -1.69698  -0.73803  0.414
S  -1.15948  -1.42801  2.32837  -0.368
H  -4.31118  2.55979  -0.72297  0.257
H  -3.45296  -2.19143  -3.37832  0.224
F  1.28838  -1.00023  0.08127  -0.393
H  0.65302  -0.86139  -2.67519  0.239
C  -0.00365  -1.54788  -3.21318  -0.938
C  -0.99110  1.15309  3.19594  0.155
H  -4.04126  0.00529  2.25146  0.126
S  -0.61693  2.26709  4.44665  -0.036
H  -0.76813  1.50255  -3.90258  0.292
C  -0.56611  -3.52195  -0.92502  -0.906
F  0.89680  1.14114  -0.42909  -0.487
H  -3.13563  -3.16421  0.98533  0.121
H  -5.72436  -0.49151  2.10928  0.420
F  3.12862  0.37906  -0.42875  -0.216
H  -3.33889  0.23317  -4.29979  0.275
F  1.92650  0.63101  1.54881  -0.250
H  -3.69409  3.72595  -1.89431  0.417
C  -2.75991  -2.96726  -3.04799  -1.075

- Multiplicity: 3
- Charge: +1
- <S²>: 2.469
- F_max: 1.10 eV/A
- Kohn-Sham gap (spin up / spin down): 5.53 / 6.75 eV
- Relative energy (zero: lowest compared OMol25 entry of this formula, charge and spin): 0.0 kcal/mol

=====

# 2
Computed, not measured: a structure of composition C12H27ClIN2OP2Pb at a distorted geometry, with the ωB97M-V functional and the def2-TZVPD basis.

Last column: Mulliken charge in e.
Atoms and positions in Å:
C  3.09118  -1.80450  0.44653  -1.054
H  -4.51081  1.04805  0.85638  0.433
C  0.01054  1.36895  -6.32568  0.531
H  4.52580  0.97806  0.85661  0.432
H  -3.11287  2.14206  0.56741  0.350
C  3.18760  0.05625  -1.84568  -0.957
C  0.02502  -1.59542  2.75971  -0.844
P  2.58937  -0.13922  -0.11946  0.552
Cl  -0.01436  -1.91891  -1.43774  -0.387
H  -2.67877  -0.63452  -2.48631  0.277
P  -2.59101  -0.09983  -0.11610  0.550
H  0.00960  1.64454  -8.44657  0.347
H  -3.08702  0.99590  1.95212  0.326
I  -0.00044  -0.05329  -4.64344  0.386
H  -4.20304  -1.88915  0.35506  0.455
H  -2.83428  -1.87560  1.51327  0.341
C  -0.01791  0.55270  3.06360  -0.552
H  2.81431  -1.92227  1.50648  0.345
H  0.87411  0.44351  6.15897  0.347
C  -0.01927  0.68397  5.57108  -0.823
H  2.56130  -2.56519  -0.14812  0.312
N  0.00090  -0.37775  2.11250  0.260
C  0.02144  -1.39710  4.11854  -0.538
H  -4.27339  -0.04154  -1.90214  0.424
Pb  0.00403  0.60284  -0.87830  0.697
H  0.04306  -2.52490  2.21947  0.600
H  -0.03937  1.61975  2.91876  0.535
H  4.17721  -1.95140  0.34182  0.456
O  0.01930  2.53841  -6.02031  -0.134
H  3.09949  0.94696  1.94976  0.325
H  -0.89195  0.18814  -7.89201  0.359
H  2.94389  1.07418  -2.19188  0.358
C  -3.11460  -1.75686  0.45433  -1.052
H  -0.90119  0.40796  6.16063  0.346
C  3.43796  1.09161  0.91268  -1.059
C  0.00658  0.80178  -7.73237  -0.899
H  4.27076  -0.09904  -1.90655  0.424
H  -2.59797  -2.52628  -0.14076  0.312
H  0.89971  0.18071  -7.89394  0.359
C  -3.42145  1.14459  0.91432  -1.059
C  -3.18831  0.10032  -1.84213  -0.956
H  -2.93219  1.11455  -2.19027  0.359
H  -0.04086  1.76102  5.38142  0.297
H  2.66834  -0.67114  -2.49053  0.276
H  0.03656  -2.11417  4.91207  0.507
H  3.14555  2.09411  0.56624  0.350
N  -0.00613  -0.02493  4.30085  0.083

- Charge: +3
- F_max: 3.56 eV/A
- Kohn-Sham gap (spin up / spin down): 2.88 / 4.41 eV

=====

# 3
Computed, not measured: a structure of composition C12H27N2PtS4 at a distorted geometry, with the ωB97M-V functional and the def2-TZVPD basis.

Last column: Mulliken charge in e.
Atoms and positions in Å:
C  2.15242  3.03025  -0.23505  -0.854
Pt  0.21370  0.15795  -0.47187  0.501
N  -4.88109  0.57148  0.76761  -0.087
H  2.92624  -2.10705  0.06400  0.294
H  3.49994  2.72341  -1.85620  0.515
C  2.52152  0.00188  1.80769  -0.480
C  -3.09601  -0.36733  -0.65410  -0.648
C  -2.49677  0.99665  1.23776  -0.594
H  -3.90330  -0.07177  2.51911  0.393
H  3.04610  -0.39744  2.67996  0.529
C  -4.49369  -0.60047  -0.06443  -0.852
H  1.53835  3.72637  -0.80971  0.425
C  2.92258  2.10732  -1.15988  -0.546
H  -1.77205  1.11379  2.04477  0.317
H  0.19364  -3.52054  -0.12857  0.400
C  2.79106  -0.43870  -2.44929  -0.489
H  3.21604  0.01332  0.96843  0.090
H  -3.11581  0.49861  -1.32544  0.388
C  1.09529  -3.10196  -0.58369  -0.797
H  -4.92635  1.41035  0.17062  0.389
H  -5.81954  0.42886  1.16854  0.376
H  3.61533  1.46033  -0.62334  0.307
C  1.99671  -2.49463  0.47741  -0.599
C  1.90588  -1.57900  -2.92454  -0.817
H  -2.03514  -0.96825  0.97265  0.334
C  1.99548  1.38528  2.15654  -0.783
C  -3.88836  0.79609  1.85267  -0.893
H  -4.17150  1.67422  2.43756  0.440
N  -2.09266  -0.13042  0.39037  0.049
H  3.51547  -0.21697  -3.23927  0.521
H  -5.22381  -0.74302  -0.86406  0.444
H  1.47448  -1.32631  -3.89477  0.455
H  -2.48636  1.90833  0.63046  0.404
H  1.35748  1.33063  3.04131  0.420
H  1.62535  -3.91683  -1.07918  0.528
S  0.95615  2.24793  0.91304  0.013
S  0.44582  -1.99774  -1.89735  0.030
H  2.24836  -3.27624  1.20039  0.511
H  2.83134  2.04365  2.39270  0.515
S  1.79473  1.07779  -2.17817  0.068
S  1.15843  -1.16757  1.43064  -0.068
H  2.84669  3.61779  0.36824  0.500
H  -4.50931  -1.49239  0.56998  0.383
H  3.34389  -0.67262  -1.53834  0.160
H  -2.81012  -1.24541  -1.23609  0.341
H  2.49341  -2.48965  -3.04910  0.470

- Charge: +3
- F_max: 2.07 eV/A
- Kohn-Sham gap (spin up / spin down): 6.34 / 6.46 eV
- Relative energy (zero: lowest compared OMol25 entry of this formula, charge and spin): 45.6 kcal/mol

=====

# 4
Computed, not measured: a structure of composition C12H27N5O7Sn at a distorted geometry, with the ωB97M-V functional and the def2-TZVPD basis.

Last column: Mulliken charge in e.
Atoms and positions in Å:
O  -1.86773  -1.85848  -2.52404  -0.551
O  1.30833  0.89219  2.23754  -0.932
H  -4.31961  -0.13918  4.05594  0.261
H  1.49826  4.54683  1.61756  0.433
H  -2.61444  -4.18329  -0.96351  0.284
C  -3.26284  -0.08300  3.80637  -0.819
H  -4.44053  0.79110  0.91073  0.299
C  0.79449  2.67495  0.92721  0.304
N  -0.78532  2.17510  -0.70365  0.482
C  -0.90404  -2.92519  -0.78798  0.259
H  -1.90070  -0.95042  -2.89052  0.430
C  -0.15908  -4.01793  1.41434  -1.554
H  0.98893  -0.52602  2.17625  0.394
H  -1.04424  -5.01575  -1.07457  0.405
H  2.91560  1.21738  -1.51547  0.409
O  -1.97494  0.17086  0.50827  -0.750
H  -1.16547  -4.41196  1.60292  0.332
N  0.76543  1.32526  1.12816  1.007
C  -4.32938  -0.11378  1.52271  -0.718
H  -4.27392  -0.99279  0.86597  0.231
N  0.24380  -1.66655  0.80376  0.390
H  -1.07219  0.26302  2.40945  0.393
O  -1.83919  2.47115  -1.29863  -0.740
H  2.79176  -0.25007  -0.32725  0.283
N  -3.14462  -0.02606  2.36402  0.245
O  -0.19112  0.49164  -2.53078  -0.918
H  -5.17894  -0.21417  2.19878  0.293
H  0.29547  -3.71579  2.36375  0.385
C  1.55839  3.49235  1.89029  -1.561
H  -2.82500  0.80725  4.27587  0.318
C  -0.00769  3.13978  -0.13427  0.226
Sn  -0.08883  0.08780  -0.59581  0.693
H  -2.75282  -0.96560  4.21520  0.324
C  -1.58686  -4.10273  -1.35463  -1.550
O  1.89864  2.06035  -2.50829  -0.563
N  -1.01829  -1.76196  -1.41110  0.491
O  0.69957  -1.55322  2.08600  -0.503
H  -1.09618  4.77900  -0.90163  0.315
H  0.34870  5.22870  0.04944  0.422
C  -0.06017  4.51224  -0.66895  -1.485
C  2.45053  0.26879  -1.25957  -1.137
H  2.61211  3.19056  1.89001  0.277
H  1.14885  1.35032  -2.59547  0.401
H  0.52977  4.56268  -1.59588  0.216
H  -1.64635  -4.02295  -2.44370  0.478
C  -0.22050  -2.88159  0.46677  0.406
H  1.15905  3.37004  2.90475  0.289
C  -1.97213  0.13885  1.78311  0.176
H  0.04787  -0.31642  -3.04940  0.357
H  2.37660  -0.48714  -2.06787  0.310
H  2.27137  2.20710  -3.40115  0.209
H  0.42215  -4.83795  0.97655  0.355

- F_max: 5.11 eV/A
- Kohn-Sham gap (spin up / spin down): 4.18 / 4.18 eV
- Relative energy (zero: lowest compared OMol25 entry of this formula, charge and spin): 0.0 kcal/mol

=====

Number 1: E -152166.432 eV, molecular weight 657.287 g/mol. Number 2: E -62330.183 eV, molecular weight 646.866 g/mol. Number 3: E -62424.436 eV, molecular weight 522.708 g/mol. Number 4: E -40486.148 eV, molecular weight 472.087 g/mol.